This record from the OMol25 dataset describes a molecular structure, C33H31F10N5O3STm. The level of theory is the ωB97M-V functional and the def2-TZVPD basis.

The HOMO energy (spin up / spin down) comes out at -9.92 / -9.92 eV. Its HOMO-LUMO gap (spin up / spin down) is 7.038 / 7.048 eV.

ORCA input file:
```
! wB97M-V def2-TZVPD RIJCOSX def2/J DEFGRID3
* xyz 1 3
Tm -0.26454 0.26088 0.00629
C -1.73216 -3.01875 0.38670
N -1.53615 -1.82101 1.20757
C -0.77606 -2.20995 2.40904
C -0.17450 -1.00638 3.09563
N 0.58690 -0.28235 2.09119
C 1.73096 0.34940 2.51024
C 2.67813 0.64704 1.52885
F 2.36824 0.22594 0.26719
C 3.84119 1.35215 1.72222
F 4.65201 1.61501 0.69685
C 4.14182 1.80174 2.99855
F 5.25147 2.50557 3.23007
C 3.24557 1.53150 4.01746
F 3.48437 2.00584 5.24144
C 2.07124 0.83264 3.77958
F 1.20606 0.72155 4.80542
C -2.85364 -1.28049 1.60276
C -3.46539 -0.49856 0.46276
N -2.54265 0.53734 0.02236
C -2.92749 1.85819 0.16109
C -2.32579 2.77605 -0.70291
F -1.46431 2.25770 -1.62000
C -2.48104 4.13934 -0.65292
F -1.81664 4.92772 -1.50365
C -3.32886 4.68261 0.29987
F -3.51108 6.00113 0.37583
C -3.96475 3.82351 1.17881
F -4.75976 4.32133 2.12319
C -3.75988 2.45102 1.11607
F -4.33803 1.70296 2.07520
H -2.25547 -3.80046 0.95243
H -2.32509 -2.79264 -0.49577
H -0.76414 -3.41329 0.07454
H -1.41623 -2.78831 3.08925
H 0.04089 -2.85757 2.08538
H -0.95050 -0.39445 3.57413
H 0.45678 -1.37242 3.90906
H -3.50346 -2.09907 1.94229
H -2.70763 -0.60178 2.44391
H -3.67480 -1.17519 -0.37513
H -4.43569 -0.10783 0.76566
O 3.37981 5.89016 2.45134
C 2.35400 5.32988 3.23929
C 1.55092 4.38380 2.39398
C 0.49581 3.67378 2.96145
C -0.15928 2.73053 2.20133
N 0.16124 2.48676 0.92565
C 1.11176 3.23107 0.35167
C 1.84390 4.17527 1.05573
C 1.37375 2.97020 -1.08933
C 1.81605 3.98718 -1.92039
C 2.04084 3.72202 -3.26128
C 2.52450 4.79768 -4.20429
O 2.36648 6.10173 -3.70044
C 1.82595 2.42516 -3.71019
C 1.37493 1.47340 -2.81822
N 1.13697 1.72756 -1.53119
H 3.96231 6.41165 3.01202
H 1.68321 6.09928 3.63890
H 2.75729 4.76627 4.08928
H 0.21688 3.81574 3.99783
H -0.94327 2.11580 2.62830
H 2.65827 4.71001 0.59034
H 1.96729 4.98624 -1.53738
H 2.04004 4.67195 -5.17782
H 3.59614 4.65601 -4.36088
H 1.43544 6.34678 -3.73175
H 1.99593 2.15593 -4.74502
H 1.20430 0.45229 -3.13028
O -0.12243 -1.14689 -1.75922
S -0.88902 -2.05599 -2.71836
C -1.17509 -1.15317 -4.23945
C -1.24390 -2.25509 -5.29898
C -0.26100 -3.39138 -4.90099
C 0.34522 -3.06671 -3.53007
H -0.31978 -0.48839 -4.36864
H -2.08177 -0.56021 -4.14000
H -1.00291 -1.83358 -6.27250
H -2.25902 -2.64238 -5.36890
H 0.53965 -3.50277 -5.62887
H -0.78436 -4.34432 -4.86086
H 1.23678 -2.43779 -3.58101
H 0.55716 -3.93973 -2.91714
*
```

Atom charges from the Mulliken analysis, given in e for atoms 1 to 5: number 1, Tm, carries 0.98; number 2, C, carries -1.51; number 3, N, carries 1.12; number 4, C, carries -1.51; number 5, C, carries -0.66